Record 1
Density functional theory data (ωB97M-V with the def2-TZVPD basis set) for one molecule with the formula C20H28F3NO2S.

Geometry as ORCA input:
```
! RIJCOSX wB97M-V def2-TZVPD def2/J DEFGRID3
* xyz 0 1
C 0.63 4.10 -0.33
C 0.37 2.80 -1.07
O 0.12 1.77 -0.11
C 0.48 0.54 -0.42
O 0.98 0.22 -1.47
C 0.22 -0.47 0.70
C 1.59 -0.89 1.29
C 2.60 -1.33 0.26
C 2.50 -2.61 -0.27
C 3.36 -3.05 -1.26
C 4.35 -2.22 -1.74
C 4.50 -0.96 -1.19
C 3.64 -0.52 -0.19
C 3.91 0.82 0.44
F 4.93 1.47 -0.14
F 2.88 1.68 0.42
F 4.26 0.69 1.74
C -0.64 0.10 1.84
C -2.08 0.36 1.41
N -2.66 -0.86 0.89
C -4.11 -0.85 0.80
C -4.66 -2.28 0.79
C -4.65 -0.05 -0.40
S -6.44 0.24 -0.22
C -6.71 1.21 -1.73
C -1.95 -1.28 -0.29
C -0.52 -1.66 0.08
H -0.23 4.36 0.29
H 0.80 4.90 -1.05
H 1.50 4.00 0.31
H 1.24 2.51 -1.68
H -0.50 2.88 -1.72
H 1.98 -0.06 1.88
H 1.41 -1.72 1.98
H 1.74 -3.28 0.10
H 3.25 -4.05 -1.67
H 5.02 -2.54 -2.52
H 5.30 -0.31 -1.53
H -0.65 -0.63 2.65
H -0.20 1.03 2.21
H -2.65 0.68 2.28
H -2.10 1.18 0.67
H -4.47 -0.36 1.71
H -4.21 -2.84 1.60
H -4.44 -2.78 -0.15
H -5.74 -2.25 0.92
H -4.49 -0.59 -1.33
H -4.17 0.93 -0.45
H -7.76 1.46 -1.77
H -6.11 2.11 -1.70
H -6.44 0.61 -2.60
H -2.45 -2.15 -0.72
H -1.92 -0.48 -1.06
H 0.01 -1.99 -0.81
H -0.56 -2.48 0.81
*
```

Summary:
Calculated total energy, eV: -45768.6551
Energy relative to the best compared isomer or geometry (same formula, charge and spin), kcal per mole: 0.0
SMILES string: CCOC(=O)C1(Cc2ccccc2C(F)(F)F)CCN([C@H](C)CSC)CC1
Lowest unoccupied orbital energy, Eh: 0.028

Here are the Mulliken charges for atoms 1 to 4, given in e: -1.18 -0.35 -0.09 -0.35

Record 2
Density functional theory data (ωB97M-V with the def2-TZVPD basis set) for a 2-piece molecular cluster, C20H28F4N3O overall.

Geometry as ORCA input:
```
! RIJCOSX wB97M-V def2-TZVPD def2/J DEFGRID3
* xyz 1 1
F -7.14 6.68 -0.02
C -6.67 5.52 -0.49
C -7.48 4.37 -0.30
C -7.02 3.17 -0.77
C -5.78 3.08 -1.45
N -5.37 1.86 -1.90
C -4.22 1.84 -2.52
C -3.73 0.50 -3.04
C -3.59 -0.51 -1.90
O -2.20 -0.82 -1.71
C -1.93 -1.39 -0.46
C -1.58 -0.33 0.59
F -0.26 0.00 0.54
F -1.79 -0.81 1.83
F -2.27 0.79 0.46
C -3.44 3.01 -2.70
N -3.80 4.20 -2.28
C -5.00 4.23 -1.63
C -5.48 5.47 -1.13
H -8.43 4.43 0.21
H -7.60 2.27 -0.64
H -4.49 0.13 -3.72
H -2.78 0.61 -3.56
H -4.12 -1.44 -2.13
H -4.01 -0.11 -0.98
H -2.76 -1.99 -0.08
H -1.06 -2.05 -0.55
H -2.50 2.93 -3.23
H -4.90 6.38 -1.26
C 6.75 -4.09 0.93
C 6.52 -2.57 0.93
C 5.46 -2.07 1.90
N 4.05 -1.98 1.36
C 3.59 -3.29 0.82
C 3.13 -1.51 2.47
C 3.13 0.00 2.37
C 3.07 0.21 0.86
C 3.97 -0.89 0.29
H 5.95 -4.64 0.45
H 7.67 -4.32 0.39
H 6.86 -4.46 1.94
H 6.32 -2.22 -0.09
H 7.46 -2.10 1.22
H 5.70 -1.07 2.24
H 5.41 -2.72 2.78
H 3.72 -4.05 1.59
H 4.17 -3.53 -0.07
H 2.54 -3.20 0.56
H 2.14 -1.91 2.27
H 3.49 -1.90 3.42
H 4.04 0.42 2.79
H 2.28 0.44 2.89
H 3.40 1.20 0.56
H 2.05 0.08 0.50
H 4.97 -0.53 0.09
H 3.56 -1.33 -0.62
*
```

Summary:
Calculated total energy, eV: -38576.2278
Lowest unoccupied orbital energy, Eh: -0.089

Here are the Mulliken charges for atoms 1 to 4, given in e: -0.32 0.31 -0.55 -0.54

Record 3
Density functional theory data (ωB97M-V with the def2-TZVPD basis set) for C20H28F6N3O4P2PtS2 as an isolated structure.

Geometry as ORCA input:
```
! RIJCOSX wB97M-V def2-TZVPD def2/J DEFGRID3
* xyz 1 1
Pt 0.54 0.65 -1.35
C -2.66 -0.57 -0.97
P -1.33 0.35 -0.18
C -0.91 -0.56 1.33
N -1.86 -1.11 2.05
C -1.47 -1.71 3.20
C -2.44 -2.34 4.02
C -2.06 -2.91 5.19
C -0.70 -2.88 5.61
C 0.25 -2.29 4.84
C -0.11 -1.69 3.61
N 0.84 -1.12 2.84
C 0.44 -0.59 1.70
P 1.65 0.13 0.55
C 2.44 1.45 1.51
C 2.94 -1.13 0.16
C 4.02 -0.47 -0.71
C 2.26 -2.27 -0.61
C 3.59 -1.67 1.44
C -2.05 1.98 0.33
C -0.96 2.83 0.98
C -2.59 2.66 -0.93
C -3.20 1.79 1.33
H -3.56 -0.47 -0.36
H -2.39 -1.62 -1.04
H -2.84 -0.18 -1.97
H -3.47 -2.35 3.68
H -2.79 -3.40 5.83
H -0.44 -3.35 6.55
H 1.30 -2.25 5.13
H 2.75 1.03 2.47
H 1.75 2.27 1.67
H 3.32 1.82 0.97
H 3.62 0.04 -1.58
H 4.68 -1.26 -1.07
H 4.62 0.23 -0.13
H 1.93 -1.95 -1.60
H 1.41 -2.69 -0.08
H 2.99 -3.07 -0.75
H 4.07 -0.89 2.02
H 4.37 -2.38 1.13
H 2.89 -2.20 2.08
H -0.12 3.01 0.30
H -0.58 2.38 1.90
H -1.38 3.80 1.25
H -1.82 2.77 -1.70
H -2.93 3.66 -0.67
H -3.44 2.13 -1.36
H -2.89 1.26 2.23
H -4.05 1.25 0.90
H -3.55 2.78 1.63
F 0.28 3.48 -2.44
C 0.59 3.22 -3.72
F -0.46 3.46 -4.48
F 1.61 3.97 -4.08
S 1.13 1.45 -3.94
O 2.09 1.20 -2.85
O 1.53 1.36 -5.28
N -0.22 0.66 -3.44
S -0.21 -0.97 -3.88
O 1.05 -1.35 -4.42
O -0.82 -1.71 -2.83
C -1.44 -0.92 -5.25
F -0.97 -0.20 -6.26
F -1.68 -2.16 -5.65
F -2.57 -0.37 -4.81
*
```

Summary:
Calculated total energy, eV: -93650.3894
Energy relative to the best compared isomer or geometry (same formula, charge and spin), kcal per mole: 4.6
Lowest unoccupied orbital energy, Eh: -0.147

Here are the Mulliken charges for atoms 1 to 4, given in e: 2.03 -1.49 0.57 0.73

Record 4
Density functional theory data (ωB97M-V with the def2-TZVPD basis set) for a 4-piece molecular cluster, C20H28FN4O8PS2 overall.

Geometry as ORCA input:
```
! RIJCOSX wB97M-V def2-TZVPD def2/J DEFGRID3
* xyz 0 1
C 0.26 0.53 1.25
C 0.90 -0.68 1.90
O 1.48 -0.34 3.16
C -0.10 -1.80 2.16
O -0.12 -2.69 1.06
C -1.35 -2.85 0.47
C -2.43 -3.35 1.18
C -3.66 -3.51 0.54
C -3.79 -3.17 -0.80
C -2.70 -2.70 -1.51
C -1.46 -2.53 -0.89
N -0.31 -2.04 -1.56
C -0.56 -0.98 -2.48
C 0.40 0.03 -2.55
C 0.23 1.07 -3.45
P 1.54 2.31 -3.52
S 3.26 1.54 -4.02
C -0.90 1.12 -4.25
C -1.87 0.13 -4.20
C -3.04 0.30 -5.14
C -2.75 -0.24 -6.53
F -4.22 -0.22 -4.66
C -1.68 -0.93 -3.31
S -2.83 -2.28 -3.23
H 0.23 0.46 0.16
H -0.76 0.67 1.61
H 0.80 1.45 1.48
H 1.71 -1.05 1.26
H 1.55 0.61 3.22
H 0.20 -2.29 3.09
H -1.07 -1.35 2.35
H -2.32 -3.60 2.22
H -4.49 -3.89 1.11
H -4.75 -3.28 -1.28
H 0.17 -2.81 -2.02
H 1.26 -0.03 -1.90
H 1.60 2.86 -2.23
H 1.10 3.31 -4.41
H -1.00 1.95 -4.94
H -3.20 1.37 -5.25
H -2.66 -1.32 -6.55
H -3.53 0.11 -7.20
H -1.83 0.23 -6.88
C 0.49 -5.76 2.07
N 0.78 -6.75 3.15
O 0.07 -7.73 3.22
O 1.72 -6.51 3.88
H -0.36 -6.11 1.50
H 0.28 -4.81 2.55
H 1.38 -5.69 1.45
C 2.01 5.53 1.46
N 2.01 4.04 1.55
O 2.44 3.53 2.57
O 1.58 3.42 0.61
H 2.42 5.93 2.38
H 2.62 5.79 0.59
H 0.98 5.84 1.31
C 3.74 5.00 5.52
N 3.12 6.34 5.37
O 2.51 6.58 4.34
O 3.26 7.12 6.29
H 3.53 4.42 4.63
H 4.81 5.15 5.66
H 3.30 4.54 6.41
*
```

Summary:
Calculated total energy, eV: -77202.7126
SMILES string: C[C@@H](O)COc1cccc2c1Nc1cc([PH2]=S)cc([C@@H](C)F)c1S2.C[N+](=O)[O-].C[N+](=O)[O-].C[N+](=O)[O-]
Lowest unoccupied orbital energy, Eh: -0.011

Here are the Mulliken charges for atoms 1 to 4, given in e: -0.71 0.47 -0.57 -0.68

Record 5
Density functional theory data (ωB97M-V with the def2-TZVPD basis set) for C20H28InN3OS as an isolated structure.

Geometry as ORCA input:
```
! RIJCOSX wB97M-V def2-TZVPD def2/J DEFGRID3
* xyz 2 1
In 0.23 -0.07 0.97
C -0.96 -3.22 -0.09
N -0.58 -2.11 -0.95
C -1.74 -1.69 -1.74
C 0.64 -2.24 -1.65
C 1.29 -3.47 -1.74
C 2.52 -3.58 -2.37
C 3.15 -2.45 -2.89
C 2.52 -1.23 -2.82
C 1.25 -1.10 -2.23
N 0.65 0.12 -1.99
C 0.87 1.19 -2.69
C 1.51 1.23 -3.99
C 2.10 2.36 -4.43
C 2.08 3.52 -3.59
C 1.36 3.59 -2.44
C 0.56 2.49 -2.04
N -0.35 2.59 -1.09
C -0.46 3.80 -0.26
C -1.60 1.83 -1.13
H -1.31 -4.08 -0.66
H -1.78 -2.89 0.55
H -0.12 -3.52 0.54
H -2.25 -2.56 -2.16
H -1.44 -1.05 -2.57
H -2.45 -1.15 -1.11
H 0.82 -4.36 -1.35
H 3.00 -4.54 -2.43
H 4.13 -2.53 -3.32
H 3.05 -0.35 -3.15
H 1.49 0.34 -4.60
H 2.57 2.41 -5.40
H 2.60 4.41 -3.93
H 1.30 4.53 -1.92
H -1.00 4.59 -0.80
H 0.53 4.15 0.03
H -1.01 3.54 0.64
H -2.40 2.52 -1.38
H -1.82 1.39 -0.16
H -1.53 1.05 -1.88
O -1.19 0.16 2.75
S -2.14 0.25 3.96
C -1.99 -1.32 4.83
C -0.78 -1.21 5.75
C -0.90 0.18 6.37
C -1.19 1.15 5.23
H -1.95 -2.10 4.07
H -2.92 -1.43 5.40
H 0.14 -1.30 5.17
H -0.78 -2.00 6.49
H 0.01 0.48 6.90
H -1.72 0.20 7.09
H -0.28 1.45 4.70
H -1.74 2.04 5.52
*
```

Summary:
Calculated total energy, eV: -43705.5689
Energy relative to the best compared isomer or geometry (same formula, charge and spin), kcal per mole: 0.0
Lowest unoccupied orbital energy, Eh: -0.292

Here are the Mulliken charges for atoms 1 to 4, given in e: 0.97 -1.50 0.32 -1.13

Record 6
Density functional theory data (ωB97M-V with the def2-TZVPD basis set) for C20H28LaN7O2PS3 as an isolated structure.

Geometry as ORCA input:
```
! RIJCOSX wB97M-V def2-TZVPD def2/J DEFGRID3
* xyz 1 1
La -0.22 -0.64 0.23
N -3.98 -0.49 0.10
C -3.47 -0.98 -1.04
N -2.19 -1.02 -1.31
C -1.96 -1.58 -2.57
C -0.72 -1.72 -3.18
C -0.65 -2.31 -4.43
C -1.81 -2.75 -5.07
C -3.05 -2.60 -4.49
C -3.11 -2.00 -3.24
S -4.52 -1.64 -2.26
H -3.41 0.05 0.74
H -4.97 -0.47 0.24
H 0.19 -1.35 -2.70
H 0.31 -2.42 -4.92
H -1.73 -3.21 -6.05
H -3.95 -2.93 -4.99
C 4.00 -4.49 2.16
C 2.81 -4.10 1.35
C 1.88 -4.86 0.68
C 0.97 -3.96 0.11
N 1.32 -2.71 0.41
N 2.44 -2.82 1.17
C -0.22 -4.28 -0.73
H 4.35 -5.47 1.85
H 3.73 -4.55 3.22
H 4.81 -3.77 2.05
H 1.85 -5.94 0.61
H 2.93 -2.01 1.49
H -0.70 -5.18 -0.36
H 0.07 -4.45 -1.76
H -0.95 -3.47 -0.71
N -0.88 -1.02 2.31
C -1.70 -0.70 3.11
N -2.61 -0.29 3.83
C -3.12 -0.43 5.03
N -3.62 -0.53 6.07
C 3.03 2.20 2.20
C 1.93 3.24 2.13
C 0.83 2.98 3.15
O 1.40 3.41 0.78
P 0.60 2.47 -0.21
S 1.74 0.93 -0.85
S -1.20 1.95 0.56
O 0.42 3.37 -1.48
C 0.00 4.76 -1.65
C 1.14 5.71 -1.36
C -1.26 5.08 -0.87
H 3.51 2.28 3.18
H 3.78 2.36 1.43
H 2.63 1.19 2.10
H 2.37 4.22 2.31
H 0.44 1.97 3.06
H 0.00 3.68 3.01
H 1.24 3.11 4.15
H -0.23 4.78 -2.72
H 1.39 5.69 -0.30
H 0.83 6.72 -1.63
H 2.02 5.44 -1.93
H -1.06 5.10 0.20
H -2.05 4.37 -1.07
H -1.60 6.07 -1.17
*
```

Summary:
Calculated total energy, eV: -78374.9108
Energy relative to the best compared isomer or geometry (same formula, charge and spin), kcal per mole: 15.0
Lowest unoccupied orbital energy, Eh: -0.089

Here are the Mulliken charges for atoms 1 to 4, given in e: 0.62 -0.28 0.47 0.13

Record 7
Density functional theory data (ωB97M-V with the def2-TZVPD basis set) for one molecule with the formula C20H28N2O2.

Geometry as ORCA input:
```
! RIJCOSX wB97M-V def2-TZVPD def2/J DEFGRID3
* xyz 0 1
O -0.90 2.17 0.96
C -1.32 1.04 0.82
N -2.61 0.70 1.01
C -3.65 1.67 1.27
C -4.56 1.87 0.05
C -5.22 0.57 -0.32
C -6.38 0.16 0.31
C -6.96 -1.06 0.00
C -6.37 -1.89 -0.94
C -5.21 -1.49 -1.58
C -4.64 -0.27 -1.27
C -0.43 -0.16 0.48
C -0.24 -1.08 1.69
C 1.21 -1.55 1.58
O 1.71 -2.47 2.19
N 1.84 -0.77 0.68
C 3.25 -0.90 0.39
C 4.01 0.29 1.00
C 5.51 0.29 0.68
C 5.84 1.06 -0.60
C 5.39 0.37 -1.88
C 3.90 0.07 -1.95
C 3.49 -1.14 -1.11
C 1.00 0.27 0.12
H -2.91 -0.24 0.82
H -3.15 2.61 1.53
H -4.24 1.33 2.13
H -5.31 2.62 0.30
H -3.96 2.24 -0.78
H -6.84 0.80 1.05
H -7.86 -1.37 0.50
H -6.82 -2.84 -1.18
H -4.75 -2.13 -2.32
H -3.73 0.05 -1.77
H -0.88 -0.71 -0.34
H -0.33 -0.53 2.63
H -0.92 -1.93 1.72
H 3.55 -1.80 0.94
H 3.57 1.23 0.65
H 3.87 0.24 2.08
H 5.87 -0.73 0.60
H 6.04 0.77 1.50
H 6.93 1.20 -0.65
H 5.39 2.05 -0.54
H 5.95 -0.56 -2.01
H 5.66 1.02 -2.72
H 3.33 0.96 -1.65
H 3.64 -0.14 -2.99
H 4.28 -1.90 -1.21
H 2.58 -1.58 -1.51
H 1.21 1.25 0.58
H 1.15 0.35 -0.95
*
```

Summary:
Calculated total energy, eV: -28271.4328
Energy relative to the best compared isomer or geometry (same formula, charge and spin), kcal per mole: 6.5
SMILES string: O=C(NCCc1ccccc1)[C@@H]1CC(=O)N(C2CCCCCC2)C1
Lowest unoccupied orbital energy, Eh: 0.022

Here are the Mulliken charges for atoms 1 to 4, given in e: -0.69 0.08 -0.08 -0.86

Record 8
Density functional theory data (ωB97M-V with the def2-TZVPD basis set) for one molecule with the formula C20H28N2O3.

Geometry as ORCA input:
```
! RIJCOSX wB97M-V def2-TZVPD def2/J DEFGRID3
* xyz 0 1
C 3.72 3.61 -0.74
C 4.07 3.55 -2.22
C 3.36 4.67 -2.98
C 3.69 2.19 -2.84
C 4.53 1.02 -2.32
O 4.21 0.61 -1.01
C 3.07 -0.09 -0.78
C 2.80 -0.37 0.56
C 1.68 -1.10 0.92
C 0.79 -1.55 -0.05
C -0.40 -2.32 0.40
O -0.38 -3.03 1.38
N -1.50 -2.18 -0.39
C -2.79 -2.65 0.06
C -3.56 -1.51 0.77
C -2.81 -1.14 2.02
C -2.07 -0.03 2.30
C -1.50 -0.24 3.58
C -1.94 -1.47 3.97
O -2.73 -2.01 3.04
N -4.97 -1.83 0.92
C -5.73 -0.68 1.39
C -5.26 -3.00 1.73
C 1.06 -1.27 -1.39
C 2.19 -0.56 -1.75
H 4.24 2.83 -0.19
H 3.99 4.58 -0.33
H 2.65 3.47 -0.60
H 5.15 3.68 -2.33
H 3.64 4.66 -4.03
H 3.63 5.64 -2.56
H 2.28 4.56 -2.91
H 2.64 2.00 -2.64
H 3.83 2.25 -3.92
H 5.58 1.32 -2.26
H 4.46 0.17 -3.01
H 3.49 -0.01 1.31
H 1.48 -1.32 1.95
H -1.50 -1.45 -1.08
H -2.60 -3.47 0.76
H -3.38 -3.01 -0.79
H -3.52 -0.63 0.11
H -1.95 0.83 1.68
H -0.86 0.42 4.11
H -1.76 -2.04 4.86
H -6.79 -0.93 1.36
H -5.46 -0.37 2.41
H -5.55 0.16 0.72
H -4.73 -3.86 1.33
H -6.33 -3.19 1.68
H -4.98 -2.87 2.78
H 0.41 -1.65 -2.17
H 2.37 -0.38 -2.80
*
```

Summary:
Calculated total energy, eV: -30316.7135
Energy relative to the best compared isomer or geometry (same formula, charge and spin), kcal per mole: 55.4
SMILES string: CC(C)CCOc1ccc(C(=O)NC[C@H](c2ccco2)N(C)C)cc1
Lowest unoccupied orbital energy, Eh: 0.024

Here are the Mulliken charges for atoms 1 to 4, given in e: -1.46 0.73 -1.57 -0.69